{"formula": "C16H19NO3S", "method": "the ωB97M-V functional and the def2-TZVPD basis", "largest_force_ev_per_a": 2.3, "charge": 0, "gap_ev": 7.13, "relative_energy_kcal_mol": 80.1, "symbols": ["C", "O", "C", "C", "C", "C", "C", "N", "C", "C", "C", "C", "H", "H", "H", "H", "H", "H", "H", "H", "H", "H", "H", "H", "H", "H", "C", "C", "C", "C", "S", "O", "O", "C", "C", "H", "H", "H", "H", "H"], "xyz": [[4.414026, -1.328405, 1.997603], [3.679831, -0.110350, 2.278979], [2.353036, -0.057275, 1.979860], [1.700657, 1.174360, 2.219874], [0.350042, 1.314984, 1.981883], [-0.409308, 0.257548, 1.438758], [-1.837465, 0.403080, 1.173436], [-2.722880, -0.413267, 1.712918], [-4.172998, -0.219274, 1.532220], [-2.335016, -1.557060, 2.549576], [0.257970, -0.964639, 1.171970], [1.611494, -1.134738, 1.428619], [5.435934, -1.095996, 2.298789], [4.018818, -2.167988, 2.591479], [4.373620, -1.567194, 0.922960], [2.303273, 1.977752, 2.639532], [-0.148244, 2.240937, 2.262789], [-2.233544, 1.350461, 0.812589], [-4.683438, -1.090115, 1.949108], [-4.502769, 0.670652, 2.082355], [-4.450030, -0.110013, 0.478356], [-3.242314, -1.896374, 3.063029], [-1.931573, -2.392362, 1.955687], [-1.585280, -1.236526, 3.281688], [-0.294076, -1.825178, 0.767905], [2.101945, -2.093772, 1.223850], [1.863029, 0.921081, -4.354085], [1.280457, 2.139469, -3.967339], [0.049321, 2.128385, -3.291902], [-0.536021, 0.917551, -2.947927], [-2.059536, 0.998825, -1.938709], [-3.123472, 0.680427, -2.917303], [-1.793517, -0.049045, -0.891838], [-0.061110, -0.276717, -3.471695], [1.170652, -0.283896, -4.150247], [2.860158, 0.943056, -4.808477], [1.769451, 3.106583, -4.160666], [-0.469307, 3.049497, -3.023756], [-0.624396, -1.195325, -3.363608], [1.622570, -1.209130, -4.508277]], "forces_ev_per_angstrom": [[-0.5, 0.5, 0.1], [-0.2, -0.5, -0.2], [-0.5, -0.1, -0.5], [0.7, -0.7, 0.2], [-0.6, -0.3, -0.3], [1.3, -0.6, 0.1], [-0.9, 0.0, -0.1], [0.1, 0.0, -0.1], [0.0, 0.3, -0.1], [0.0, -0.2, -0.1], [-0.4, 0.2, 0.1], [0.6, 0.5, 0.4], [-0.2, -0.2, -0.1], [0.1, 0.3, -0.2], [0.0, 0.1, 0.3], [-0.2, -0.1, -0.1], [0.1, -0.1, -0.2], [0.2, -0.1, 0.1], [0.0, 0.2, -0.2], [0.1, -0.1, -0.1], [0.3, -0.1, 0.1], [0.4, 0.1, 0.0], [-0.3, 0.3, 0.2], [-0.2, -0.2, -0.2], [0.3, 0.7, 0.0], [-0.3, 0.5, 0.0], [-0.2, 0.4, 0.2], [-0.3, -0.1, 0.1], [0.5, -0.1, 0.0], [-0.5, -0.1, -0.4], [0.0, 2.2, -0.8], [0.0, -0.6, 0.3], [0.1, -1.6, 0.7], [1.0, 0.0, -0.2], [-0.1, 0.5, 0.2], [-0.5, -0.2, 0.1], [-0.2, -0.6, 0.0], [0.3, -0.1, 0.1], [0.0, 0.0, 0.3], [-0.3, 0.1, 0.1]], "lowdin_charge": [-0.06, -0.09, -0.26, 0.00, -0.01, -0.20, -0.07, -0.15, 0.00, -0.02, -0.03, 0.00, 0.09, 0.10, 0.10, 0.12, 0.12, 0.13, 0.08, 0.10, 0.10, 0.09, 0.10, 0.10, 0.12, 0.11, -0.10, -0.09, -0.11, -0.35, 0.72, -0.50, -0.50, -0.08, -0.09, 0.10, 0.10, 0.10, 0.11, 0.10]}


{"formula": "C12H20Cl2FeN4O7S", "method": "the ωB97M-V functional and the def2-TZVPD basis", "largest_force_ev_per_a": 0.3, "multiplicity": 2, "charge": 1, "gap_ev": [7.42, 7.03], "symbols": ["Fe", "N", "C", "C", "O", "O", "H", "H", "H", "H", "Cl", "C", "Cl", "H", "H", "C", "S", "O", "O", "O", "H", "H", "H", "N", "C", "O", "C", "C", "C", "N", "C", "C", "H", "H", "H", "H", "H", "H", "C", "C", "N", "O", "H", "H", "H", "H", "H"], "xyz": [[-0.625523, -0.062631, 0.293509], [-2.591023, 0.557427, 4.170918], [-3.472666, 0.941530, 3.084399], [-2.774175, 1.170156, 1.750837], [-2.805672, 2.218453, 1.141999], [-2.128250, 0.079219, 1.322880], [-2.086807, -0.297666, 3.967960], [-1.902030, 1.271430, 4.364842], [-3.992016, 1.863169, 3.336905], [-4.225426, 0.162037, 2.944461], [-0.825422, -4.228301, 1.023492], [-2.039264, -2.999068, 0.786105], [-1.671201, -1.993016, -0.677161], [-2.059042, -2.297923, 1.613972], [-3.001484, -3.452483, 0.583752], [2.598461, -0.010172, 2.189387], [0.854583, 0.119241, 2.337832], [0.390511, 1.190250, 1.380962], [0.521543, 0.303041, 3.703999], [0.255914, -1.103486, 1.669231], [3.021974, 0.907457, 2.592965], [2.870225, -0.141770, 1.145117], [2.912202, -0.863055, 2.788343], [5.084330, -0.224027, -3.881187], [4.718708, -1.067366, -2.887685], [5.391761, -1.994321, -2.498761], [3.389374, -0.783619, -2.222480], [2.818396, 0.478236, -2.136904], [1.629259, 0.631477, -1.448969], [1.002598, -0.400558, -0.872249], [1.557014, -1.621600, -0.946891], [2.744933, -1.848397, -1.606345], [5.940495, -0.431967, -4.369757], [4.429785, 0.397038, -4.321307], [3.297570, 1.350834, -2.558800], [1.160254, 1.596599, -1.331791], [1.035251, -2.420885, -0.439915], [3.187287, -2.834125, -1.633585], [-3.387011, 0.863226, -1.600992], [-2.195049, 1.739902, -1.404123], [-2.263583, 2.998333, -1.800669], [-1.101235, 1.321625, -0.946543], [-4.234267, 1.413684, -2.001411], [-3.658745, 0.428429, -0.642516], [-3.127089, 0.057375, -2.286471], [-3.132086, 3.390035, -2.120657], [-1.513377, 3.626246, -1.556721]], "forces_ev_per_angstrom": [[0.0, 0.0, 0.0], [-0.1, -0.1, 0.0], [0.0, 0.0, 0.0], [0.2, 0.1, 0.0], [0.0, -0.2, 0.0], [-0.2, 0.0, 0.1], [0.0, 0.1, 0.0], [0.0, 0.0, 0.0], [0.0, 0.0, 0.0], [0.0, 0.0, 0.0], [0.0, 0.0, 0.0], [0.0, 0.1, 0.0], [0.0, 0.1, -0.1], [0.0, 0.0, 0.0], [0.0, 0.0, 0.0], [0.0, 0.0, 0.0], [0.0, 0.1, 0.0], [0.0, 0.0, 0.1], [0.0, 0.0, 0.0], [0.0, -0.1, 0.0], [0.0, 0.0, 0.0], [0.0, 0.0, 0.0], [0.0, 0.0, 0.0], [0.0, 0.0, 0.0], [0.0, 0.0, 0.0], [0.0, 0.0, 0.0], [0.0, 0.0, 0.0], [0.0, 0.0, 0.0], [0.0, 0.0, 0.0], [0.0, 0.1, 0.0], [0.0, 0.0, 0.0], [0.0, 0.0, 0.0], [0.0, 0.0, 0.0], [0.0, 0.0, 0.0], [0.0, 0.0, 0.0], [0.0, 0.0, 0.0], [0.0, 0.0, 0.0], [0.0, 0.0, 0.0], [0.0, 0.0, 0.0], [-0.1, 0.1, 0.1], [0.0, 0.0, 0.0], [0.0, -0.1, -0.2], [0.0, 0.0, 0.0], [0.0, 0.0, 0.0], [0.0, 0.0, 0.0], [0.0, 0.0, 0.0], [0.0, 0.0, 0.0]], "lowdin_charge": [0.54, 0.03, -0.18, -0.53, 0.09, -0.19, 0.06, 0.07, 0.12, 0.12, 0.62, -0.87, 0.75, 0.02, 0.05, -0.09, 0.56, -0.31, -0.22, -0.37, 0.09, 0.06, 0.09, 0.19, -0.49, 0.10, -0.10, 0.02, -0.07, -0.03, -0.10, 0.04, 0.13, 0.10, 0.12, 0.12, 0.08, 0.14, 0.02, -0.49, 0.24, -0.08, 0.10, 0.08, 0.09, 0.13, 0.14]}